Entry 1:
The following is a DFT calculation (ωB97M-V/def2-TZVPD) of a 4-piece molecular cluster, C6H19N2O3 overall in a non-equilibrium geometry.

CARTESIAN COORDINATES (ANGSTROEM)
C (-0.240, -1.833, -0.421)
C (-0.379, -0.844, -1.592)
C (-0.009, 0.597, -1.106)
C (1.006, 0.607, -0.027)
C (2.234, 1.194, -0.087)
C (1.293, -0.241, 2.253)
N (0.506, 0.155, 1.315)
N (-1.960, -0.837, -1.799)
H (-0.825, -1.506, 0.374)
H (-0.628, -2.849, -0.625)
H (0.788, -2.047, -0.113)
H (0.182, -1.213, -2.531)
H (0.381, 1.272, -2.033)
H (-1.063, 1.270, -0.890)
H (2.867, 1.289, 0.833)
H (2.751, 1.539, -0.849)
H (0.711, -0.568, 3.031)
H (2.408, -0.274, 2.117)
H (-2.449, -0.684, -0.860)
H (-2.155, -0.088, -2.563)
H (-2.241, -1.708, -2.247)
H (-0.706, 1.951, 1.936)
H (-1.350, 3.452, 1.415)
O (-1.506, 2.550, 1.672)
H (-2.576, 1.236, 0.920)
H (-2.619, -0.110, 1.681)
O (-2.696, 0.273, 0.820)
H (3.133, -1.734, -1.733)
H (3.083, -1.059, -0.413)
O (2.584, -1.608, -1.015)

Atoms 1-2, force components in eV/Å:
C 0.66 -1.92 -1.49
C -0.47 -0.62 0.96

Output
- Orbital gap: 9.74 eV
- DFT total energy: -15643.7330 eV
- ΔE to the lowest compared entry with this formula, charge and spin: 47.1 kcal/mol
- Net charge: +1
- Lowest unoccupied orbital energy: -3.006 eV
- Strongest force on any atom: 5.83 eV/Å

***

Entry 2:
The following is a DFT calculation (ωB97M-V/def2-TZVPD) of an isolated ion of composition C6H19N4 and charge +1 in a non-equilibrium geometry.

CARTESIAN COORDINATES (ANGSTROEM)
C (1.847, 3.351, -1.319)
C (1.913, 2.085, -0.446)
C (0.526, 1.892, 0.201)
N (0.414, 0.594, 0.873)
N (-0.822, -0.141, 0.603)
N (-1.256, -0.209, -0.756)
N (-1.758, 0.492, 1.434)
C (-0.819, -1.680, 1.186)
C (0.068, -2.700, 0.355)
C (-0.946, -3.481, -0.518)
H (1.087, 3.345, -2.003)
H (1.758, 4.211, -0.695)
H (2.690, 3.411, -1.926)
H (2.759, 2.132, 0.235)
H (2.067, 1.177, -1.039)
H (0.456, 2.686, 1.031)
H (-0.356, 1.875, -0.578)
H (1.130, -0.006, 0.582)
H (-1.041, -1.013, -1.316)
H (-2.092, 0.215, -1.084)
H (-1.615, 1.522, 1.236)
H (-1.505, 0.388, 2.329)
H (-1.852, -2.124, 1.058)
H (-0.640, -1.553, 2.265)
H (0.824, -2.216, -0.332)
H (0.644, -3.317, 0.973)
H (-1.673, -4.001, -0.044)
H (-1.316, -2.747, -1.124)
H (-0.493, -4.189, -1.183)

Atoms 1-2, force components in eV/Å:
C 1.03 -1.12 2.07
C -1.28 -0.29 -1.07

Output
- Orbital gap: 11.56 eV
- DFT total energy: -12479.6192 eV
- ΔE to the lowest compared entry with this formula, charge and spin: 111.7 kcal/mol
- SMILES: CCCN[N+](N)(N)CCC
- Net charge: +1
- Lowest unoccupied orbital energy: -2.511 eV
- Strongest force on any atom: 6.47 eV/Å

***

| no. | highest occupied orbital energy (Eh) |
| --- | --- |
| 1 | -0.4684 |
| 2 | -0.5171 |